{"formula": "C4H5O3", "method": "ωB97M-V/def2-TZVPD", "smiles": "O=CCCC(=O)[O-]", "lumo_ev": 3.9, "homo_energy_ev": -4.29, "charge": -1, "symbols": ["O", "C", "C", "C", "C", "O", "O", "H", "H", "H", "H", "H"], "coordinates": [[-0.851, -0.911, -2.672], [-0.220, -0.523, -1.711], [-0.747, -0.010, -0.442], [0.097, -0.377, 0.766], [0.876, 0.861, 1.370], [1.914, 0.564, 1.987], [0.329, 1.971, 1.181], [0.887, -0.606, -1.790], [-1.827, -0.154, -0.353], [-0.763, 1.091, -0.448], [-0.514, -0.756, 1.585], [0.820, -1.147, 0.527]]}

{"formula": "C4H5O3Pb", "method": "ωB97M-V/def2-TZVPD", "lumo_ev": -15.1, "homo_energy_ev": -22.70, "charge": 3, "symbols": ["O", "C", "C", "C", "H", "H", "H", "H", "O", "C", "O", "Pb", "H"], "coordinates": [[-0.706, 0.740, -0.813], [-0.456, -0.524, -0.811], [0.596, -1.132, -0.108], [0.950, -2.378, -0.517], [-1.022, -1.087, -1.563], [1.055, -0.639, 0.746], [0.575, -2.795, -1.454], [1.646, -2.982, 0.066], [-1.669, 2.437, 0.295], [-0.476, 2.205, 0.393], [0.317, 2.040, 1.270], [1.102, 2.728, 3.092], [-1.912, 1.386, -0.597]]}

{"formula": "C4H5O3Tl", "method": "ωB97M-V/def2-TZVPD", "lumo_ev": [-4.9, -7.6], "spin_multiplicity": 2, "s2": 0.76, "homo_energy_ev": [-11.63, -11.62], "charge": 1, "symbols": ["O", "C", "O", "Tl", "O", "C", "H", "H", "C", "H", "C", "H", "H"], "coordinates": [[0.843, 0.398, 0.154], [-0.489, -0.079, -0.065], [-0.796, -1.184, 0.303], [-3.267, -1.516, 0.810], [-1.185, 0.903, -0.447], [-2.684, 0.709, -0.383], [-2.966, 0.635, -1.444], [-3.028, 1.652, 0.067], [1.763, -0.429, 0.516], [1.444, -1.458, 0.727], [3.117, -0.031, -0.100], [3.274, 1.017, -0.371], [3.975, -0.618, 0.233]]}

{"formula": "C4H5O4Tb", "method": "ωB97M-V/def2-TZVPD", "lumo_ev": [-3.5, -4.8], "spin_multiplicity": 8, "s2": 15.78, "homo_energy_ev": [-11.90, -11.91], "charge": 1, "symbols": ["O", "C", "O", "O", "C", "C", "O", "C", "Tb", "H", "H", "H", "H", "H"], "coordinates": [[2.909, -0.398, 0.969], [2.154, -0.690, 0.140], [1.557, -1.028, -0.808], [-0.637, 0.630, 0.539], [-1.338, -0.225, 1.267], [-1.941, -1.297, 0.721], [-1.913, -1.378, -0.673], [-1.947, -2.691, -1.217], [-0.771, 0.554, -1.570], [-1.317, -0.126, 2.360], [-2.440, -2.104, 1.255], [-1.912, -2.594, -2.307], [-1.083, -3.272, -0.865], [-2.877, -3.193, -0.916]]}

{"formula": "C4H5O6S2", "method": "ωB97M-V/def2-TZVPD", "lumo_ev": 2.8, "homo_energy_ev": -2.21, "charge": -1, "symbols": ["C", "C", "C", "C", "O", "O", "O", "O", "O", "O", "S", "S", "H", "H", "H", "H", "H"], "coordinates": [[3.756, 0.446, 0.692], [-0.197, -0.145, -1.091], [-1.127, -1.401, -0.891], [-1.262, 1.032, 1.574], [3.388, -0.570, 1.081], [4.192, 1.400, 0.259], [1.225, 1.511, 0.664], [0.636, -0.722, 1.433], [-2.848, 0.558, -1.850], [-2.110, 1.820, 1.355], [0.251, 0.439, 0.626], [-2.689, -0.961, -1.925], [0.712, -0.411, -1.674], [-0.895, 0.584, -1.443], [-0.710, -2.394, -1.403], [-1.267, -1.566, 0.122], [-1.054, 0.381, 2.472]]}

{"formula": "C4H5OP", "method": "ωB97M-V/def2-TZVPD", "lumo_ev": 0.3, "homo_energy_ev": -8.87, "symbols": ["C", "C", "C", "C", "O", "P", "H", "H", "H", "H", "H"], "coordinates": [[1.066, -0.772, -0.264], [-0.053, -1.237, 0.251], [0.949, 0.740, -0.323], [-0.464, 0.804, 0.364], [-3.002, 0.100, 0.406], [-1.886, 0.170, -0.529], [1.802, -1.507, -0.498], [-0.638, -2.066, 0.529], [1.598, 1.411, 0.109], [1.053, 1.114, -1.439], [-0.425, 1.241, 1.395]]}

{"formula": "C4H6AgMgO2", "method": "ωB97M-V/def2-TZVPD", "lumo_ev": [-9.6, -9.8], "spin_multiplicity": 2, "s2": 0.75, "homo_energy_ev": [-15.44, -16.85], "charge": 2, "symbols": ["O", "C", "C", "Mg", "Ag", "H", "H", "C", "C", "O", "H", "H", "H", "H"], "coordinates": [[2.212, -0.122, -0.129], [1.008, 0.214, -0.302], [-0.097, -0.464, 0.258], [3.841, 1.099, -0.765], [3.229, -2.262, 0.756], [0.799, 1.117, -0.897], [0.079, -1.274, 0.967], [-1.412, 0.324, 0.486], [-1.447, -0.511, -0.695], [-1.446, 1.672, 0.517], [-2.405, -0.182, 0.864], [-1.793, -1.544, -0.677], [-1.504, -0.104, -1.704], [-1.062, 2.038, 1.321]]}

{"formula": "C4H6AgO", "method": "ωB97M-V/def2-TZVPD", "lumo_ev": [-10.7, -12.3], "spin_multiplicity": 2, "s2": 0.76, "homo_energy_ev": [-20.40, -20.10], "charge": 2, "symbols": ["H", "C", "C", "C", "C", "O", "Ag", "H", "H", "H", "H", "H"], "coordinates": [[1.339, 0.445, 1.177], [1.392, -0.214, -1.637], [1.019, -0.050, -0.424], [0.365, -0.166, 0.822], [-0.944, 0.604, 1.049], [-1.585, 0.185, -0.095], [-2.765, -1.033, -0.838], [1.730, 0.638, -2.239], [1.161, -1.155, -2.152], [0.459, -1.156, 1.289], [-0.752, 1.688, 1.085], [-1.418, 0.216, 1.964]]}

{"formula": "C4H6AgO2", "method": "ωB97M-V/def2-TZVPD", "lumo_ev": [-6.1, -8.3], "spin_multiplicity": 3, "s2": 2.03, "homo_energy_ev": [-12.68, -12.90], "charge": 1, "symbols": ["H", "O", "C", "C", "C", "C", "O", "Ag", "H", "H", "H", "H", "H"], "coordinates": [[2.082, -1.008, -2.502], [1.993, -2.508, -1.066], [1.968, -1.331, -1.408], [1.097, -0.325, -0.898], [1.137, 1.114, -1.251], [2.557, 1.710, -1.304], [2.570, 3.056, -1.005], [2.309, 4.295, 0.328], [0.386, -0.654, -0.132], [0.516, 1.699, -0.555], [0.700, 1.236, -2.258], [2.963, 1.540, -2.320], [3.200, 1.139, -0.606]]}